Entry 1:
ORCA calculation (wB97M-V/def2-TZVPD) on C4H12N2O in the gas phase.

Geometry as XYZ:
```
19
Properties=species:S:1:pos:R:3:nbo_charge:R:1
C 0.28 0.52 0.86 -0.213
C 1.75 0.18 0.63 -0.425
C 2.05 -0.50 -0.68 -0.070
O 1.45 0.22 -1.78 -0.747
N -0.60 -0.42 0.22 -0.631
C -1.99 -0.12 0.51 -0.034
N -2.86 -0.76 -0.47 -0.818
H 0.08 0.45 1.92 0.191
H 0.14 1.56 0.54 0.160
H 2.11 -0.41 1.44 0.209
H 2.33 1.12 0.70 0.193
H 1.58 -1.47 -0.72 0.195
H 3.13 -0.55 -0.81 0.171
H 2.04 0.94 -2.05 0.468
H -0.51 -0.40 -0.78 0.367
H -2.28 -0.52 1.49 0.168
H -2.17 0.97 0.56 0.121
H -3.81 -0.51 -0.22 0.353
H -2.73 -0.30 -1.37 0.344
```

The value obtained for the relative energy (zero: lowest compared OMol25 entry of this formula, charge and spin) is 36.3 kcal/mol. Its structure (SMILES) is NCNCCCO. As for the total charge: 0. The calculation puts the total energy at -344.3271 Eh.

---

Entry 2:
ORCA calculation (wB97M-V/def2-TZVPD) on 2 unconnected molecules or ions with the total composition C24H43N3O5S2.

Geometry as XYZ:
```
77
Properties=species:S:1:pos:R:3:lowdin_spin:R:1
C -1.82 0.50 4.01 0.000
C -1.56 2.03 3.53 0.000
C -2.81 2.89 4.11 0.000
O -3.85 3.12 3.13 0.000
C -5.06 2.43 3.42 0.000
O -5.62 2.37 4.53 0.000
C -5.83 1.67 2.20 0.000
S -5.37 2.31 0.52 0.000
N -3.69 1.96 0.14 0.000
C -3.43 0.55 -0.35 0.000
C -2.78 -0.26 0.89 0.000
C -2.23 -1.72 0.51 0.000
C -3.17 -2.92 1.10 0.000
N -3.33 -2.72 2.57 0.000
C -4.52 -2.23 3.29 0.000
C -4.36 -2.08 4.81 0.000
C -2.88 -2.57 5.08 0.000
C -2.37 -2.94 3.66 0.000
O -0.27 2.50 4.05 0.000
C 0.56 2.57 2.86 0.000
O 0.62 3.64 2.19 0.000
C 1.38 1.29 2.33 0.000
S 1.65 1.50 0.50 0.000
H -1.14 -0.16 3.38 0.000
H -2.92 0.25 3.77 0.000
H -1.67 0.41 5.14 0.000
H -1.56 2.17 2.40 0.000
H -2.42 3.93 4.45 0.000
H -3.15 2.35 5.06 0.000
H -5.78 0.53 2.29 0.000
H -6.94 1.95 2.35 0.000
H -3.43 2.61 -0.64 0.000
H -3.02 2.17 0.91 0.000
H -4.36 0.00 -0.70 0.000
H -2.64 0.58 -1.18 0.000
H -1.87 0.37 1.26 0.000
H -3.54 -0.23 1.74 0.000
H -1.17 -1.80 0.98 0.000
H -2.08 -1.85 -0.62 0.000
H -2.67 -3.90 0.81 0.000
H -4.20 -2.77 0.60 0.000
H -5.50 -1.93 2.76 0.000
H -5.13 -1.70 5.56 0.000
H -2.36 -2.64 6.09 0.000
H -1.32 -3.35 3.54 0.000
H 0.75 0.33 2.46 0.000
H 2.38 1.16 2.86 0.000
H 0.63 0.89 -0.23 0.000
C 5.70 -1.73 -2.85 0.002
C 4.25 -1.65 -3.40 0.024
C 4.23 -1.96 -4.92 0.014
C 4.69 -0.80 -5.80 0.001
C 3.95 0.49 -5.43 0.014
C 4.07 0.83 -3.93 0.025
N 3.67 -0.31 -3.06 0.338
O 2.32 -0.42 -3.10 0.575
C 5.53 1.26 -3.63 0.001
C 3.25 2.11 -3.64 -0.001
C 3.51 -2.83 -2.69 -0.001
H 5.88 -0.98 -2.07 0.001
H 5.91 -2.69 -2.37 0.000
H 6.45 -1.60 -3.63 0.000
H 3.21 -2.23 -5.22 0.002
H 4.85 -2.83 -5.13 0.001
H 5.77 -0.66 -5.71 0.000
H 4.49 -1.04 -6.85 0.001
H 4.34 1.31 -6.04 0.001
H 2.89 0.38 -5.71 0.003
H 5.66 1.48 -2.57 0.001
H 5.79 2.17 -4.18 0.000
H 6.28 0.52 -3.92 0.000
H 2.20 2.00 -3.92 -0.001
H 3.64 2.96 -4.21 0.000
H 3.29 2.37 -2.58 0.000
H 3.46 -2.67 -1.61 0.000
H 4.04 -3.77 -2.87 0.000
H 2.50 -2.97 -3.07 -0.001
```

The spin multiplicity is 2. As for the total charge: +1. The calculation puts the total energy at -2276.5466 Eh. The expectation value of S² is 0.75.

---

Entry 3:
ORCA calculation (wB97M-V/def2-TZVPD) on C16H25NO in the gas phase.

Geometry as XYZ:
```
43
Properties=species:S:1:pos:R:3:nbo_charge:R:1
C -0.16 -4.87 -2.99 -0.621
C -0.69 -3.63 -2.33 -0.044
C 0.17 -2.59 -2.01 -0.195
C -0.30 -1.44 -1.40 -0.315
C -1.64 -1.30 -1.10 0.359
C -2.53 -2.34 -1.42 -0.074
C -2.03 -3.48 -2.03 -0.191
H -2.72 -4.28 -2.27 0.203
C -3.98 -2.19 -1.10 -0.622
H -4.54 -3.08 -1.37 0.210
H -4.40 -1.34 -1.64 0.222
H -4.11 -2.00 -0.04 0.222
O -2.22 -0.21 -0.51 -0.514
C -1.40 0.85 -0.08 -0.069
C -0.63 0.51 1.21 -0.239
N 0.52 1.37 1.37 -0.469
C 1.56 0.76 2.17 -0.201
C 2.81 1.64 2.29 -0.413
C 3.10 2.46 1.04 -0.405
C 2.40 3.82 1.04 -0.389
C 0.89 3.72 0.81 -0.395
H 0.45 4.71 0.93 0.201
H 0.70 3.40 -0.22 0.200
C 0.19 2.74 1.75 -0.228
H 0.47 2.94 2.79 0.180
H -0.89 2.89 1.66 0.196
H 2.59 4.31 1.99 0.190
H 2.83 4.45 0.25 0.207
H 4.18 2.64 0.98 0.206
H 2.81 1.90 0.15 0.208
H 3.65 0.98 2.51 0.215
H 2.71 2.32 3.14 0.194
H 1.20 0.51 3.19 0.164
H 1.83 -0.17 1.67 0.193
H -0.28 -0.52 1.13 0.211
H -1.32 0.55 2.07 0.171
H -2.09 1.68 0.09 0.190
H -0.69 1.15 -0.85 0.178
H 0.41 -0.65 -1.16 0.218
H 1.23 -2.67 -2.23 0.206
H 0.62 -5.32 -2.39 0.216
H 0.26 -4.63 -3.96 0.216
H -0.96 -5.60 -3.13 0.212
```

The value obtained for the relative energy (zero: lowest compared OMol25 entry of this formula, charge and spin) is 32.9 kcal/mol. Its structure (SMILES) is Cc1ccc(OCCN2CCCCCC2)c(C)c1. As for the total charge: 0. The calculation puts the total energy at -754.6519 Eh.

---

Entry 4:
ORCA calculation (wB97M-V/def2-TZVPD) on C21H31N3O3 in the gas phase.

Geometry as XYZ:
```
58
Properties=species:S:1:pos:R:3:nbo_charge:R:1
C -5.00 -0.77 -2.86 -0.657
C -4.20 -0.80 -1.62 0.028
C -2.86 -1.07 -1.54 -0.270
C -2.32 -1.19 -0.31 -0.258
C -3.03 -0.96 0.72 0.046
C -4.45 -0.51 0.82 -0.219
C -5.12 -0.55 -0.29 -0.178
H -6.09 -0.11 -0.65 0.216
H -4.99 -0.10 1.56 0.221
C -2.30 -0.75 2.18 -0.467
H -1.46 -1.05 2.14 0.193
H -3.05 -1.05 2.88 0.232
C -2.05 0.59 2.43 -0.197
N -1.44 1.57 1.48 -0.426
C -2.14 2.34 0.54 0.668
O -3.34 2.68 0.97 -0.654
C -1.15 2.66 -0.37 -0.535
H -0.84 3.76 -0.10 0.316
H -1.59 2.98 -1.44 0.264
C -0.07 1.86 -0.28 -0.299
C 1.28 2.43 -0.78 0.677
O 1.41 3.72 -0.52 -0.691
N 2.27 1.63 -0.90 -0.631
H 2.04 0.58 -0.64 0.436
C 3.66 2.04 -1.42 -0.161
C 4.68 1.16 -0.23 -0.407
H 4.33 1.19 0.81 0.198
H 5.65 1.65 -0.41 0.223
C 4.49 -0.42 -0.32 -0.189
N 3.32 -1.01 -0.03 -0.496
C 3.10 -0.99 1.29 -0.251
H 3.95 -1.55 1.71 0.167
C 1.90 -1.96 1.63 -0.104
O 0.93 -2.05 0.52 -0.551
C 1.45 -2.56 -0.63 -0.032
H 0.98 -1.83 -1.42 0.167
C 3.02 -2.21 -0.94 -0.123
H 3.58 -3.04 -0.08 0.148
H 3.24 -2.09 -1.81 0.160
H 1.19 -3.45 -0.55 0.167
H 1.42 -1.75 2.66 0.211
H 2.04 -2.97 2.00 0.189
H 2.81 -0.15 1.78 0.219
H 5.33 -0.99 0.18 0.169
H 4.66 -0.52 -1.56 0.164
H 3.90 2.88 -1.06 0.222
H 4.01 1.51 -2.17 0.199
H -0.10 0.86 -1.07 0.174
C -0.07 1.34 0.94 -0.247
H 0.46 1.86 1.75 0.212
H 0.18 0.23 1.02 0.214
H -2.99 1.32 2.68 0.254
H -1.25 0.90 3.33 0.190
H -1.27 -1.54 -0.11 0.225
H -2.35 -1.52 -2.28 0.203
H -5.26 0.35 -3.00 0.230
H -4.44 -1.24 -3.79 0.217
H -6.05 -1.33 -2.84 0.224
```

The value obtained for the relative energy (zero: lowest compared OMol25 entry of this formula, charge and spin) is 457.7 kcal/mol. Its structure (SMILES) is Cc1ccc(CCN2C[C@H](C(=O)NCCCN3CCOCC3)CC2=O)cc1. As for the total charge: 0. The calculation puts the total energy at -1208.1530 Eh.

---

Entry 5:
ORCA calculation (wB97M-V/def2-TZVPD) on 3 unconnected molecules or ions with the total composition C11H20IN4O4.

Geometry as XYZ:
```
40
Properties=species:S:1:pos:R:3:nbo_charge:R:1
O 8.09 1.07 1.35 -0.426
O 6.97 0.49 0.76 -0.293
C 6.06 1.51 0.36 -0.121
C 4.65 1.01 0.82 0.193
C 4.37 -0.36 0.57 -0.129
C 3.10 -0.85 1.02 -0.122
C 2.34 0.17 1.68 0.038
N 2.78 1.41 1.80 -0.221
I 1.53 2.76 2.79 0.482
N 3.91 1.94 1.40 -0.172
H 8.26 0.54 2.15 0.474
H 6.31 2.50 0.78 0.242
H 6.09 1.55 -0.75 0.214
H 5.11 -1.00 0.06 0.280
H 2.75 -1.88 0.88 0.294
H 1.37 -0.10 2.11 0.257
C 0.02 -2.48 -3.14 -0.722
C 0.53 -1.64 -2.00 0.687
O 1.69 -1.74 -1.60 -0.693
N -0.33 -0.77 -1.42 -0.600
C -1.72 -0.52 -1.76 -0.429
H 0.81 -3.12 -3.50 0.247
H -0.81 -3.10 -2.81 0.238
H -0.30 -1.83 -3.96 0.236
H 0.08 -0.24 -0.67 0.375
H -1.83 0.53 -2.03 0.191
H -2.34 -0.72 -0.88 0.249
H -2.06 -1.14 -2.59 0.220
C -4.77 -0.31 1.70 -0.721
C -4.92 -0.18 0.21 0.681
O -4.25 -0.83 -0.58 -0.660
N -5.84 0.70 -0.26 -0.605
C -6.73 1.57 0.51 -0.414
H -4.00 -1.04 1.92 0.240
H -4.46 0.65 2.14 0.224
H -5.70 -0.64 2.15 0.238
H -5.89 0.74 -1.26 0.405
H -7.76 1.32 0.25 0.208
H -6.53 2.60 0.23 0.202
H -6.59 1.45 1.58 0.212
```

The value obtained for the relative energy (zero: lowest compared OMol25 entry of this formula, charge and spin) is 0.0 kcal/mol. As for the total charge: +1. The calculation puts the total energy at -1248.4320 Eh.

---

Number 1: maximum force 0.0193 Eh/bohr. Number 2: maximum force 0.1100 Eh/bohr. Number 3: maximum force 0.0089 Eh/bohr. Number 4: maximum force 0.3766 Eh/bohr. Number 5: maximum force 0.0593 Eh/bohr.